Formula: C85H185BeF3FeIN11O25
Source: the OMol25 dataset
Level of theory: ωB97M-V with the def2-TZVPD basis set

Geometry as XYZ:
```
312
Properties=species:S:1:pos:R:3:forces:R:3:lowdin_charge:R:1
Fe 2.085148 1.106926 2.414076 0.37 0.51 -0.72 0.868
Be -3.282360 -1.536900 -3.593552 0.69 -0.53 -0.06 0.805
C -0.786323 -1.474996 0.406562 -3.13 -1.28 -3.24 -0.010
C -1.353122 -1.434022 -0.936306 1.66 1.64 0.16 -0.261
C -0.655513 -0.346740 -1.945035 0.29 -0.14 0.22 -0.249
O -1.042399 -0.388630 -3.130845 -0.55 -0.10 0.58 -0.035
C 0.370780 0.549328 -1.432038 -2.53 -1.60 -2.96 0.007
C 0.722165 0.473424 -0.155391 2.96 2.14 3.66 -0.298
C 0.133921 -0.585937 0.807478 2.17 0.12 3.90 -0.289
O 0.543140 -0.710539 2.077048 0.21 1.94 -3.22 -0.104
O 1.617647 1.358655 0.282799 -1.91 -2.57 0.55 -0.106
O -2.275437 -2.097825 -1.418054 -0.20 0.08 -0.38 -0.015
H -1.305061 -2.131100 1.089822 0.32 -0.12 0.31 0.098
H 0.821954 1.322085 -2.036747 -0.09 -0.20 -0.19 0.089
C 4.608277 3.004898 1.899872 -2.22 -1.04 -0.07 -0.355
O 4.850055 1.890776 1.074069 1.51 -0.88 -1.14 -0.089
O 3.443915 2.704021 2.643660 2.03 0.70 -0.36 -0.216
C 5.905209 3.435905 2.710231 -0.20 -0.04 -0.60 -0.489
F 7.099080 3.159566 2.056778 -1.27 -0.34 0.75 0.095
F 5.917785 4.773266 2.814701 -0.20 0.20 0.31 0.121
F 5.950813 2.920760 3.947995 0.30 -0.08 -0.50 0.138
C 5.542655 2.064723 -0.186334 0.31 -0.05 -0.38 -0.238
C 5.487254 0.754120 -0.969756 -0.33 0.32 0.74 -0.066
H 4.446438 0.438121 -1.040120 0.05 -0.36 -0.04 0.066
H 5.932573 0.818259 -1.962568 -0.06 0.33 -0.04 0.066
H 6.109803 0.063560 -0.400849 -0.35 -0.44 -0.06 0.078
H 6.609407 2.287679 -0.165301 0.23 0.11 1.10 0.108
H 5.192521 2.909330 -0.779757 -0.93 0.09 0.21 0.084
H 4.396619 3.798687 1.183489 0.18 0.87 0.18 0.123
I -5.794352 -3.339446 -4.659705 1.18 0.83 0.42 -0.171
C -4.131956 2.881248 4.262903 -0.09 -0.55 0.12 -0.024
C -5.341641 1.943781 4.622199 0.51 1.12 -0.08 -0.445
C -6.435646 2.101392 3.512966 0.58 -0.70 0.08 -0.123
C -6.029624 1.472325 2.190245 0.33 0.08 0.11 -0.197
C -5.878661 -0.022772 2.377097 -0.10 0.54 -0.65 -0.145
C -4.830238 -0.336343 3.448107 -0.19 -0.55 0.87 -0.452
N -4.955426 0.526457 4.680992 -2.88 1.26 -3.02 -0.144
O -4.111364 0.207186 5.696503 0.69 -0.69 0.88 -0.002
C -5.148302 -1.771091 3.870519 0.18 -1.07 -1.00 -0.036
C -3.449896 -0.261499 2.788403 0.33 -0.24 0.32 -0.003
C -5.952590 2.488844 5.979136 -0.14 -1.02 -0.34 -0.034
H -3.842689 2.815203 3.214060 -0.39 0.21 -0.19 0.045
H -3.208094 2.585109 4.759773 -0.16 -0.10 0.53 0.069
H -4.359852 3.908729 4.546531 0.07 0.07 -0.20 0.080
H -7.297262 1.490069 3.781304 -0.40 0.52 0.57 0.121
H -6.678693 3.153863 3.366925 -0.15 0.00 0.31 0.120
H -5.063395 1.861092 1.868749 0.06 0.18 -0.19 0.084
H -6.736744 1.714618 1.396923 -0.17 -0.01 0.01 0.111
H -5.573275 -0.437966 1.416643 0.62 -0.20 0.03 0.095
H -6.818510 -0.559633 2.505759 -0.31 0.38 0.71 0.123
H -4.475169 -2.262448 4.573058 0.15 0.27 0.08 0.083
H -6.179371 -2.023919 4.117653 -0.18 0.85 0.70 0.088
H -5.111326 -2.330546 2.935779 0.60 -0.33 -0.14 0.060
H -2.669830 -0.513306 3.506866 0.17 0.49 0.23 0.080
H -3.280165 -0.997272 2.002331 -0.55 -0.14 -0.17 0.069
H -3.295791 0.715974 2.331338 0.24 0.08 0.21 0.069
H -6.812569 1.895092 6.288987 -0.22 -0.22 -0.31 0.073
H -6.323132 3.508576 5.874489 0.21 0.04 -0.26 0.075
H -5.317815 2.450153 6.864386 0.58 0.07 -0.37 0.073
H -4.741943 -0.373843 6.128206 0.71 -0.33 1.09 0.109
C 4.437575 5.189217 5.960989 -0.91 0.53 -1.47 -0.014
C 3.538314 6.432960 5.551831 0.33 -0.65 1.28 -0.498
C 4.572786 7.541165 5.347623 -0.75 1.29 -0.80 -0.130
C 4.007809 8.801852 4.608073 -0.61 -1.48 0.51 -0.160
C 3.363675 8.385673 3.271380 0.45 0.18 -0.03 -0.120
C 2.369362 7.154462 3.343097 0.12 1.20 0.54 -0.459
N 2.820631 6.179989 4.332194 1.61 0.25 -0.92 -0.119
O 2.109808 4.980613 4.326971 -0.47 0.25 0.09 -0.004
C 0.992208 7.685909 3.735995 -1.12 0.53 0.45 -0.039
C 2.202594 6.548053 1.953063 -0.82 -0.25 -1.09 -0.034
C 2.583664 6.796093 6.728012 0.23 -0.43 0.26 -0.030
H 3.843896 4.289974 6.125356 -0.02 0.12 0.45 0.068
H 5.126592 5.433268 6.769558 -0.29 -0.06 0.14 0.084
H 5.017922 4.982572 5.061774 0.21 -0.08 0.15 0.052
H 4.917888 7.749991 6.360245 0.41 0.34 -0.17 0.116
H 5.377116 7.202908 4.694360 0.21 -0.38 0.31 0.116
H 4.746473 9.592587 4.476881 0.12 -0.16 -0.07 0.106
H 3.186848 9.229350 5.183724 0.05 0.16 0.32 0.093
H 4.080929 8.286258 2.456661 0.51 -0.79 0.25 0.108
H 2.905281 9.316049 2.936150 -0.99 -0.26 -0.11 0.105
H 0.248511 6.908257 3.562035 -0.13 0.04 0.09 0.077
H 0.876952 8.027449 4.764672 0.52 -0.57 0.41 0.071
H 0.657022 8.606669 3.258544 0.20 -0.18 -0.95 0.080
H 1.820840 7.324358 1.289951 0.45 0.44 -0.14 0.073
H 2.995694 6.010220 1.433618 0.77 0.44 0.55 0.072
H 1.379684 5.846593 1.815691 -0.28 -0.29 0.92 0.074
H 3.011420 6.650717 7.719972 0.84 0.57 0.00 0.072
H 1.768476 6.086671 6.870448 -0.45 0.10 -0.94 0.077
H 2.235457 7.822646 6.613811 -0.27 -0.13 0.21 0.063
H 2.640053 4.484256 3.699213 -0.02 -1.13 -0.32 0.063
C -3.387786 -8.320966 1.896954 0.35 0.43 1.03 -0.011
C -2.510447 -8.889913 0.796952 -0.64 -0.64 -1.18 -0.509
C -2.788897 -10.350361 0.581860 -2.01 -2.18 -0.31 -0.154
C -4.147986 -10.751610 -0.090976 1.21 1.39 -0.74 -0.151
C -4.105528 -10.077444 -1.471792 0.54 -0.21 0.92 -0.158
C -3.893968 -8.551723 -1.398766 -0.60 -0.02 -2.11 -0.511
N -2.832121 -8.197160 -0.475417 1.08 -1.19 -0.23 -0.097
O -2.570468 -6.817609 -0.441353 -0.26 0.18 0.30 -0.011
C -3.478728 -8.172989 -2.865659 0.55 0.80 1.22 -0.029
C -5.244320 -7.900674 -1.172796 -0.17 0.99 1.64 -0.031
C -1.004005 -8.853638 1.093974 -0.32 1.30 -0.05 -0.022
H -3.340771 -8.832638 2.858251 0.35 -0.40 -0.02 0.089
H -4.451943 -8.291544 1.662818 0.16 0.08 -0.38 0.080
H -3.020786 -7.317482 2.112379 -0.34 0.23 -0.11 0.051
H -2.138796 -10.899088 -0.099584 0.85 0.73 -0.08 0.116
H -2.678846 -10.919965 1.504648 -0.02 0.33 0.40 0.118
H -5.076632 -10.385316 0.346689 0.11 -0.55 0.71 0.104
H -4.069015 -11.824113 -0.268735 -0.70 -0.07 0.40 0.109
H -5.042642 -10.318732 -1.973486 0.16 0.28 -0.42 0.121
H -3.251404 -10.478105 -2.017742 -0.09 -0.24 -0.24 0.114
H -2.418326 -8.402181 -2.971062 -0.09 -0.87 -0.48 0.082
H -4.187636 -8.630013 -3.556089 0.46 -0.08 -0.19 0.089
H -3.450129 -7.095627 -3.028645 -0.65 0.18 0.14 0.057
H -5.172451 -6.823182 -1.024657 0.34 0.21 -0.41 0.065
H -5.998809 -8.056578 -1.943867 0.20 -0.36 0.04 0.095
H -5.589858 -8.197848 -0.182652 -0.61 -0.44 -0.09 0.067
H -0.385205 -9.149381 0.246790 -0.32 -0.31 -0.13 0.089
H -0.771429 -9.484200 1.952110 0.02 0.19 0.06 0.092
H -0.744894 -7.811346 1.279937 0.32 0.04 0.46 0.062
H -1.657234 -6.767891 -0.733120 0.15 0.18 -0.18 0.098
C 0.404956 -4.055032 -9.090073 -0.18 -1.53 -1.15 -0.124
O 0.634964 -3.762177 -7.748870 0.33 0.33 0.17 -0.182
C 1.966525 -3.435246 -7.511388 1.58 1.02 1.69 -0.219
C 2.276952 -2.900789 -6.064289 -0.66 0.77 -1.55 -0.170
N 1.900626 -1.465436 -5.975502 -0.60 -1.00 0.24 -0.038
C 2.212270 -0.818395 -4.717936 1.49 0.67 0.35 -0.192
C 3.705956 -0.442890 -4.634666 -0.63 0.12 -0.10 -0.223
O 4.013758 0.594062 -5.575368 0.71 -0.64 0.46 -0.200
C 5.450911 0.652310 -5.735068 -1.26 0.34 -0.17 -0.074
H 0.390325 -3.260897 -9.836544 -0.09 0.79 0.54 0.092
H -0.513621 -4.633923 -9.185979 -0.28 0.33 0.25 0.094
H 1.148432 -4.743616 -9.491578 0.46 -0.20 0.18 0.086
H 2.363112 -2.655970 -8.162200 -0.44 0.39 -0.48 0.120
H 2.703878 -4.224604 -7.657398 -0.48 -0.91 -0.22 0.119
H 3.358177 -3.001641 -5.970072 0.21 -0.33 0.23 0.092
H 1.768031 -3.503732 -5.312245 0.07 0.14 0.09 0.105
H 2.455799 -0.963895 -6.653985 -0.12 0.06 -0.45 0.098
H 2.049734 -1.421437 -3.824613 -0.58 -0.27 -0.26 0.099
H 1.653656 0.111380 -4.610375 -0.28 -0.06 0.02 0.099
H 4.306317 -1.327395 -4.847570 0.19 -0.24 -0.23 0.096
H 3.965923 -0.174015 -3.610835 0.04 0.46 0.17 0.107
H 5.652611 1.332766 -6.562353 0.02 -0.16 -0.02 0.089
H 5.790054 -0.360796 -5.951165 0.43 0.09 -0.04 0.083
H 5.912638 1.060574 -4.836047 0.14 -0.17 0.14 0.080
C 4.410193 4.384483 -3.210128 -1.26 -0.10 0.72 -0.074
O 3.633213 5.505732 -2.707794 1.20 0.02 0.21 -0.197
C 3.015068 5.342460 -1.409287 -1.17 -1.71 -1.10 -0.151
C 1.778919 4.365164 -1.566148 0.76 0.86 -0.48 -0.170
N 0.862365 4.846101 -2.609675 0.14 -1.08 0.00 -0.046
C -0.039196 3.775487 -3.051193 -1.35 0.91 0.21 -0.211
C 0.470831 2.867876 -4.140349 -1.89 -0.47 -0.32 -0.216
O 0.391726 3.516102 -5.421031 2.13 0.10 0.23 -0.164
C 1.274131 2.943904 -6.394394 -0.31 0.03 -0.43 -0.098
H 4.885695 4.573197 -4.172611 -0.58 0.57 -0.06 0.088
H 3.687247 3.571796 -3.280822 0.26 -0.44 -0.45 0.067
H 5.227028 4.016047 -2.589552 -0.04 0.46 0.64 0.067
H 2.690005 6.327421 -1.074194 0.14 -0.05 -0.14 0.097
H 3.671968 4.878119 -0.673777 0.34 0.22 -0.02 0.092
H 1.198385 4.239060 -0.652269 0.17 0.31 0.29 0.108
H 2.129089 3.355776 -1.782031 0.32 -0.21 -0.04 0.088
H 1.327177 5.032546 -3.486771 0.83 0.73 0.17 0.110
H -0.929771 4.315608 -3.372505 -0.19 -0.18 -0.74 0.113
H -0.475929 3.203914 -2.232251 0.63 -0.26 0.31 0.096
H -0.259067 2.069201 -4.272542 -0.03 -0.59 0.58 0.100
H 1.387078 2.380831 -3.806632 0.71 0.36 -0.71 0.104
H 0.875829 2.020130 -6.814018 -0.38 -0.23 0.04 0.073
H 2.284846 2.676416 -6.086138 0.03 0.28 0.75 0.070
H 1.386566 3.639452 -7.226066 -0.23 0.18 0.13 0.085
C -4.453245 4.913423 0.289833 0.98 -0.10 -0.68 -0.045
O -3.268262 4.191062 -0.277809 -2.63 0.72 0.80 -0.199
C -2.107744 4.966545 -0.243895 0.43 0.90 -0.31 -0.252
C -2.082216 6.175401 -1.211424 1.18 -0.76 0.19 -0.187
N -0.750275 6.775115 -1.057847 -0.65 1.83 0.33 -0.055
C -0.634398 8.119740 -1.661132 1.01 0.10 0.52 -0.178
C 0.838374 8.694962 -1.601702 -2.18 -0.54 0.32 -0.228
O 0.725195 9.931473 -2.260963 2.51 0.28 -0.41 -0.195
C 2.018941 10.625638 -2.234534 -1.80 0.97 0.06 -0.079
H -5.393245 4.433112 0.018165 0.41 -0.66 0.05 0.078
H -4.588875 5.924487 -0.094162 0.52 0.06 -0.42 0.069
H -4.398084 5.064243 1.367937 0.30 -0.55 0.17 0.080
H -1.259733 4.321473 -0.473839 -0.09 -0.23 -0.25 0.090
H -1.879067 5.326540 0.759200 -0.21 0.27 0.29 0.115
H -2.908920 6.855267 -1.005380 0.30 0.27 0.09 0.107
H -2.147533 5.847502 -2.248885 -0.65 -0.30 -0.20 0.107
H -0.070598 6.171806 -1.498479 0.04 -0.22 -0.37 0.046
H -1.283943 8.850228 -1.178865 0.12 -0.10 0.86 0.109
H -1.019963 8.265262 -2.670218 0.36 -0.78 -0.75 0.107
H 1.593240 8.032039 -2.024548 -0.09 -0.12 -0.55 0.102
H 1.135415 8.832278 -0.561990 -0.07 0.12 0.35 0.105
H 1.907628 11.459306 -2.927870 0.04 -0.10 -0.15 0.079
H 2.934448 10.093580 -2.493091 -0.38 -0.68 -0.01 0.085
H 2.108557 11.091884 -1.253369 0.32 -0.20 0.24 0.080
C 0.274685 -0.636302 8.887404 0.38 0.77 0.47 -0.135
O 0.157824 -0.445993 7.529351 -1.25 -0.63 -1.84 -0.215
C -0.920857 -1.178428 6.890648 0.87 -0.07 -1.16 -0.170
C -0.300583 -2.410772 6.186860 -0.70 1.23 -0.19 -0.169
N 0.580541 -1.961248 5.094612 0.52 -0.80 0.90 -0.062
C 1.319872 -3.088059 4.529432 -0.69 -0.75 -1.38 -0.160
C 0.512028 -4.153643 3.616528 0.57 1.19 1.76 -0.150
O -0.552128 -4.804492 4.357530 1.16 2.07 -0.36 -0.215
C -1.121739 -5.862025 3.661738 0.33 -0.71 0.83 -0.135
H -0.520175 -0.055302 9.355100 -0.19 -0.43 0.69 0.090
H 1.219246 -0.152234 9.135587 0.07 -0.15 0.38 0.090
H 0.322100 -1.686619 9.174960 -0.24 -0.09 0.21 0.088
H -1.365485 -0.508551 6.154667 0.21 0.17 -0.25 0.095
H -1.794730 -1.455949 7.480077 0.40 -0.04 0.88 0.120
H -1.013147 -3.021816 5.632804 -0.62 -0.36 1.15 0.106
H 0.228222 -2.945923 6.975583 0.22 -0.37 -0.38 0.122
H -0.050551 -1.613677 4.386790 0.08 0.25 -0.54 0.094
H 1.893008 -3.645589 5.270230 -0.27 0.18 0.40 0.118
H 2.060636 -2.626331 3.876592 0.07 -0.29 -0.41 0.079
H 1.257292 -4.871013 3.272927 0.02 -0.38 -0.01 0.112
H 0.170420 -3.594862 2.745229 -0.56 -0.07 -0.13 0.099
H -1.425526 -5.593553 2.649941 -0.05 -0.18 -0.13 0.071
H -1.946539 -6.211311 4.282877 -0.34 0.10 -0.35 0.097
H -0.376907 -6.655533 3.722337 -0.04 -0.53 -0.85 0.090
C 9.185962 -4.694786 -0.925898 1.54 0.00 0.13 -0.153
O 7.989302 -4.398609 -1.482032 -2.32 0.80 -1.33 -0.190
C 7.718896 -4.886046 -2.788575 0.36 -0.90 0.66 -0.221
C 6.401660 -4.349969 -3.241946 1.26 0.12 -0.57 -0.256
N 5.221808 -4.880673 -2.617979 0.93 0.23 -0.48 -0.031
C 4.105416 -4.028006 -2.988258 -0.75 0.24 2.28 -0.180
C 4.005369 -2.838752 -1.964540 -1.79 -0.49 -1.38 -0.196
O 3.560460 -3.201892 -0.680545 1.11 -0.56 1.20 -0.219
C 2.236558 -3.719764 -0.506293 1.12 0.79 -0.94 -0.054
H 9.373363 -5.768536 -0.918743 -0.18 -0.33 0.92 0.090
H 9.170357 -4.121770 0.001197 0.40 -0.82 0.43 0.100
H 10.050339 -4.338288 -1.486131 0.13 0.54 -0.46 0.082
H 7.732653 -5.975346 -2.751961 0.15 -0.29 -0.19 0.129
H 8.444499 -4.509833 -3.509737 0.45 -0.10 0.04 0.126
H 6.377167 -4.488635 -4.322816 -0.26 0.11 -0.11 0.126
H 6.635075 -3.311371 -3.007538 -0.88 0.87 -0.34 0.117
H 5.421963 -4.679993 -1.648555 -0.48 -0.47 0.66 0.102
H 3.210967 -4.624847 -2.809809 -0.33 0.07 -0.34 0.099
H 4.083924 -3.704213 -4.028825 0.39 0.00 0.10 0.088
H 3.201848 -2.207486 -2.343970 0.18 0.71 -0.36 0.087
H 4.945624 -2.293366 -1.883507 -0.08 -0.01 0.21 0.120
H 1.993028 -3.651885 0.553987 0.10 -0.16 -0.08 0.081
H 2.223532 -4.738338 -0.894163 -0.51 -0.10 0.18 0.084
H 1.583802 -3.044398 -1.059377 -0.58 -0.23 -0.10 0.082
C 4.036454 -1.406351 1.770820 -0.69 1.04 0.50 -0.026
O 3.656688 -0.341237 2.696990 0.13 -1.08 -1.24 -0.274
C 4.155853 -0.514199 3.995411 0.27 -1.36 -0.33 -0.211
C 3.414562 0.350492 4.953083 0.06 1.97 -0.64 -0.145
N 2.002195 0.597807 4.475458 2.32 -0.19 1.29 -0.075
C 1.451818 1.722964 5.222497 -1.24 0.37 -0.15 -0.143
C 0.115013 2.157436 4.509960 0.94 -0.01 0.54 -0.124
O 0.337838 2.260930 3.077520 -0.19 0.47 0.95 -0.243
C -0.716015 2.960775 2.436678 -0.66 -0.01 -0.18 -0.063
H 5.113861 -1.560271 1.710844 0.12 0.44 -0.05 0.100
H 3.598223 -1.066954 0.832275 0.29 -0.37 -0.03 0.083
H 3.608442 -2.356898 2.089221 -0.28 0.01 0.04 0.078
H 5.216377 -0.267007 3.947629 0.20 -0.09 0.46 0.138
H 4.023377 -1.560505 4.270717 0.22 -0.35 0.01 0.115
H 3.970292 1.286438 4.895893 -0.43 0.43 0.35 0.105
H 3.454422 -0.013355 5.979789 -0.11 -0.18 0.00 0.135
H 1.628979 -0.277671 4.813627 -1.50 -0.40 -0.24 0.072
H 2.216780 2.491483 5.333473 -0.25 0.39 -0.83 0.102
H 1.265781 1.462854 6.264529 -0.55 -0.28 0.06 0.112
H -0.319412 3.065740 4.927525 0.63 0.61 -0.23 0.122
H -0.684843 1.459171 4.756445 0.07 -0.77 -0.50 0.107
H -0.577031 3.080262 1.362193 0.57 -0.45 0.10 0.080
H -0.870857 3.967477 2.824861 0.31 0.10 0.37 0.095
H -1.646269 2.412180 2.584251 -0.17 -0.13 0.00 0.070
C -1.602504 -4.681712 -3.192839 1.00 0.68 -0.53 -0.081
O -1.970170 -3.607342 -4.047409 -1.13 0.47 -1.17 -0.279
C -1.305907 -3.695682 -5.344206 0.00 0.85 0.41 -0.151
C -1.851880 -2.661898 -6.366458 -0.66 -1.47 0.44 -0.186
N -1.823378 -1.386736 -5.704353 -0.68 1.68 0.99 -0.037
C -2.057837 -0.161114 -6.548772 -0.44 -0.88 0.72 -0.123
C -3.554735 0.045252 -6.673761 0.63 0.69 -2.35 -0.278
O -4.237184 0.008830 -5.496827 0.08 -0.51 1.61 -0.268
C -5.541308 0.567620 -5.585338 0.46 -0.36 1.25 -0.078
H -1.740205 -5.650156 -3.673743 -0.44 -0.06 0.06 0.082
H -2.086929 -4.595127 -2.220255 -0.14 0.05 -0.29 0.076
H -0.526017 -4.537817 -3.100329 0.39 -0.41 0.67 0.088
H -1.327698 -4.720950 -5.713599 -0.17 0.03 -0.10 0.131
H -0.273708 -3.405367 -5.148305 0.35 -0.22 -0.03 0.092
H -2.850832 -2.997178 -6.645354 -0.39 0.41 0.19 0.104
H -1.277167 -2.674853 -7.292543 0.39 -0.08 0.22 0.104
H -0.936555 -1.339477 -5.223311 0.21 0.50 0.13 0.077
H -1.614762 -0.306629 -7.533969 -0.10 -0.08 -0.23 0.120
H -1.660312 0.790364 -6.195522 0.56 -0.52 0.87 0.114
H -3.888221 -0.629036 -7.462566 -0.74 -0.65 0.28 0.128
H -3.748038 1.029979 -7.099263 0.36 0.37 -0.36 0.126
H -6.117304 -0.002593 -6.314163 -0.29 0.27 0.12 0.096
H -5.505991 1.646332 -5.737723 0.14 0.07 -0.69 0.097
H -5.892696 0.473883 -4.557797 -0.60 -0.36 -0.26 0.069
C -3.175152 1.906409 -2.796693 0.34 0.88 0.21 -0.106
O -3.947650 0.804903 -2.515733 -1.57 -1.77 0.65 -0.216
C -5.014757 1.106085 -1.624082 0.50 -0.05 1.93 -0.214
C -5.868002 -0.117915 -1.437825 0.28 -0.89 -2.28 -0.176
N -5.050088 -1.372967 -1.313976 -0.66 1.47 -0.07 -0.040
C -5.876874 -2.496892 -0.879655 0.56 -0.48 -1.01 -0.220
C -5.013528 -3.672804 -0.437743 -1.00 0.17 0.82 -0.182
O -4.595845 -3.405135 0.910348 -0.52 1.34 -0.85 -0.207
C -3.592866 -4.253747 1.323464 0.34 -0.43 0.40 -0.137
H -2.791881 2.322665 -1.865068 0.59 -0.02 0.08 0.082
H -3.841022 2.691690 -3.154560 0.27 0.29 -0.79 0.102
H -2.405887 1.531569 -3.471834 0.04 0.72 -0.06 0.077
H -5.580751 1.992930 -1.909146 -0.29 -0.10 -0.76 0.131
H -4.693565 1.406529 -0.626759 1.16 0.10 0.17 0.113
H -6.328555 -0.075904 -2.424849 -0.59 -1.23 -0.22 0.100
H -6.711831 -0.063565 -0.749994 0.34 0.36 0.53 0.117
H -4.322737 -1.213979 -0.631488 0.26 0.04 0.23 0.083
H -6.445204 -2.785949 -1.763705 -0.15 -0.22 0.02 0.039
H -6.590662 -2.222890 -0.102787 0.03 0.01 0.34 0.115
H -4.196667 -3.900639 -1.122535 0.30 0.41 0.06 0.105
H -5.625502 -4.574291 -0.407926 -0.23 -0.19 -0.07 0.115
H -3.238852 -3.984233 2.318528 -0.18 0.29 0.13 0.083
H -2.748578 -4.156150 0.640998 0.23 -0.56 -0.13 0.079
H -4.022943 -5.252730 1.395191 0.55 -0.49 -0.23 0.084
```
Positions in Å, forces in eV/Å.

M ... 2010.22 g/mol
Multiplicity ... 5
Orbital gap (alpha / beta) ... 0.2479 / 0.2480 hartree
Expectation value of S² ... 6.008
Highest occupied orbital energy (alpha / beta) ... -7.202 / -7.201 eV